The following is a DFT calculation (ωB97M-V/def2-TZVPD) of a 20-piece molecular cluster, C102H147B8F32N15O6 overall at a distorted geometry.

Geometry (Å):
C 0.4456 -4.0480 8.5163
C 0.8340 -3.0475 7.3642
C 0.3708 -1.5548 7.6506
N 0.6490 -0.5777 6.4827
C 2.1233 -0.5368 5.9222
C 0.2762 0.9305 6.8102
C -0.3311 1.4820 5.5319
C -0.3533 0.4939 4.5002
C -0.3312 -0.7610 5.3440
H 0.5967 -3.6812 9.5316
H 1.0726 -4.9329 8.4071
H -0.6316 -4.1567 8.3896
H 0.2637 -3.3175 6.4754
H 1.9016 -3.1511 7.1703
H 0.8768 -1.1539 8.5289
H -0.6744 -1.4023 7.9196
H 2.3494 -1.4902 5.4448
H 2.7631 -0.3158 6.7766
H 2.2609 0.2241 5.1540
H 1.1161 1.5609 7.1021
H -0.4561 0.8527 7.6139
H 0.3244 2.2623 5.1451
H -1.3437 1.8476 5.7026
H 0.4629 0.5178 3.7782
H -1.2565 0.5510 3.8926
H -0.1663 -1.6539 4.7410
H -1.2494 -0.7982 5.9302
C -5.4168 -5.8474 -2.8179
C -4.9857 -5.0988 -4.1182
C -3.5491 -5.5956 -4.5240
N -3.0904 -5.2893 -5.9519
C -3.9518 -6.1132 -6.9666
C -1.5778 -5.5836 -6.0841
C -0.8205 -4.3950 -5.4446
C -1.9200 -3.2620 -5.4454
C -3.0979 -3.7632 -6.3159
H -5.3887 -6.9323 -2.9193
H -6.4349 -5.6476 -2.4839
H -4.8192 -5.6487 -1.9282
H -5.0337 -4.0105 -4.1566
H -5.7459 -5.4817 -4.7991
H -3.4401 -6.6702 -4.3779
H -2.7860 -5.1049 -3.9199
H -3.6712 -5.9762 -8.0109
H -4.9092 -5.5934 -6.9312
H -3.8952 -7.1642 -6.6832
H -1.3733 -5.6467 -7.1529
H -1.3208 -6.4848 -5.5273
H 0.1624 -4.3048 -5.9071
H -0.6394 -4.8605 -4.4757
H -1.4685 -2.3255 -5.7728
H -2.3512 -2.9606 -4.4908
H -2.9203 -3.6061 -7.3798
H -4.0840 -3.3950 -6.0330
C -8.9717 2.8434 0.3050
C -7.8063 2.2077 -0.4285
C -6.7389 1.5051 0.5143
N -6.8519 -0.1096 0.6419
C -6.3410 -0.7528 -0.6926
C -8.2714 -0.5603 1.0264
C -8.3776 -0.3634 2.5727
C -6.9426 -0.5068 3.0604
C -6.0501 -0.6589 1.8672
H -9.7306 3.1270 -0.4241
H -8.7143 3.8031 0.7533
H -9.4157 2.1800 1.0472
H -7.3574 2.9810 -1.0520
H -8.2294 1.5294 -1.1693
H -6.9011 1.8550 1.5338
H -5.7241 1.6560 0.1464
H -6.3912 -1.8403 -0.7471
H -5.2775 -0.5164 -0.7263
H -6.9457 -0.3287 -1.4943
H -8.4859 -1.5866 0.7284
H -9.0343 0.0005 0.4864
H -8.9568 -1.1891 2.9859
H -8.8061 0.5684 2.9417
H -6.6795 -1.4156 3.6017
H -6.5729 0.3204 3.6663
H -5.8510 -1.7212 1.7260
H -5.1204 -0.0898 1.8615
C 0.6306 -1.2010 -3.1546
N 1.6194 -2.1771 -2.6282
C 2.5360 -2.7020 -3.4364
C 3.3072 -3.7682 -3.0253
C 3.0948 -4.3957 -1.7800
C 2.1140 -3.7527 -0.9553
C 1.3743 -2.6183 -1.3700
C 3.9007 -5.5522 -1.3391
C 3.3890 -6.5019 -0.3850
C 4.1439 -7.5860 0.0748
N 5.3301 -7.8387 -0.4826
C 5.8577 -7.0917 -1.5057
C 5.1905 -5.8468 -1.8546
C 6.1090 -8.9650 0.1304
H 1.0893 -0.7579 -4.0385
H 0.2186 -0.4266 -2.5077
H -0.0964 -1.9544 -3.4580
H 2.6972 -2.1466 -4.3485
H 4.0150 -4.1247 -3.7591
H 2.0041 -4.0661 0.0723
H 0.6793 -2.1213 -0.7096
H 2.4779 -6.2157 0.1194
H 3.8099 -8.3151 0.7982
H 6.8152 -7.3692 -1.9211
H 5.6384 -5.2311 -2.6205
H 5.4177 -9.7759 -0.0994
H 6.3847 -8.7118 1.1541
H 7.0405 -9.1079 -0.4173
C -4.1060 -4.5037 0.9641
N -3.4971 -3.1831 0.7229
C -3.3241 -2.7032 -0.5447
C -2.6099 -1.5333 -0.7478
C -2.0180 -0.7929 0.2678
C -2.0782 -1.3873 1.5446
C -2.7684 -2.6120 1.7247
C -1.1325 0.3845 0.0350
C -0.0037 0.7073 0.8451
C 0.6899 1.9118 0.5443
N 0.3624 2.7028 -0.4931
C -0.7098 2.3259 -1.3297
C -1.4622 1.2188 -1.0108
C 1.1848 3.9023 -0.8388
H -5.0536 -4.6053 0.4351
H -4.1004 -4.7516 2.0256
H -3.4613 -5.2625 0.5206
H -3.7173 -3.4182 -1.2521
H -2.5662 -1.1408 -1.7530
H -1.7313 -0.9635 2.4755
H -2.7963 -3.1587 2.6557
H 0.2212 0.0799 1.6950
H 1.6208 2.1405 1.0417
H -0.8716 2.9973 -2.1600
H -2.3839 1.0883 -1.5584
H 1.6740 4.3669 0.0173
H 0.4265 4.5965 -1.2011
H 1.8171 3.6877 -1.7003
C 1.3747 -6.3123 4.9015
N 0.5717 -6.9480 3.8748
C 0.8485 -8.1974 3.5518
C -0.0136 -8.9096 2.7556
C -1.0882 -8.3112 2.1360
C -1.2704 -6.9264 2.3492
C -0.4138 -6.2325 3.2495
C -2.0231 -9.0844 1.3001
C -2.5337 -8.6379 0.0902
C -3.5890 -9.2197 -0.5041
N -4.2434 -10.2147 0.0771
C -3.7082 -10.7917 1.2227
C -2.6321 -10.2022 1.8670
C -5.3091 -10.9377 -0.5344
H 0.7668 -5.8618 5.6861
H 1.9986 -5.5578 4.4223
H 2.0679 -7.0133 5.3666
H 1.7338 -8.6035 4.0185
H 0.2568 -9.9408 2.5822
H -2.1268 -6.3914 1.9661
H -0.4326 -5.1714 3.4501
H -2.0979 -7.7729 -0.3876
H -3.9937 -8.8329 -1.4277
H -4.1657 -11.6730 1.6475
H -2.4421 -10.6052 2.8508
H -5.5421 -10.3275 -1.4070
H -6.2325 -11.1041 0.0205
H -4.9669 -11.8948 -0.9279
C -1.1697 5.1095 2.0213
N -0.1806 5.9871 2.6923
C 0.1377 7.2081 2.1531
C 0.9580 8.0984 2.6834
C 1.5501 7.7926 3.8810
C 1.3568 6.5093 4.4149
C 0.5009 5.6069 3.7864
C 2.3395 8.8116 4.6294
C 3.5302 8.5430 5.1339
C 4.2384 9.5026 5.8422
N 3.6927 10.7139 6.1806
C 2.4182 10.9986 5.7161
C 1.8117 10.1166 4.8917
C 4.5258 11.7049 6.8500
H -1.9417 5.0250 2.7861
H -0.8453 4.1200 1.6990
H -1.6809 5.5945 1.1898
H -0.3682 7.4014 1.2187
H 1.1592 9.0619 2.2388
H 1.8335 6.1125 5.2990
H 0.2426 4.6602 4.2373
H 4.0858 7.6339 4.9569
H 5.2377 9.2210 6.1396
H 2.0772 11.9872 5.9858
H 0.9090 10.4134 4.3786
H 5.1944 11.3061 7.6129
H 3.8711 12.4655 7.2755
H 5.0996 12.0169 5.9773
C 1.2137 8.5633 -4.3544
N 1.8548 7.2368 -4.6543
C 1.1955 6.0505 -4.3138
C 1.7314 4.7918 -4.6082
C 3.0004 4.7835 -5.1437
C 3.7031 5.9484 -5.4265
C 3.0810 7.1848 -5.2017
C 3.6081 3.4573 -5.5011
C 4.2950 3.2198 -6.6625
C 4.7992 2.0032 -7.0500
N 4.5751 0.9333 -6.2576
C 3.9450 1.0921 -5.0444
C 3.4648 2.3294 -4.6977
C 4.9167 -0.4191 -6.8093
H 1.9651 9.2744 -4.0113
H 0.5162 8.4758 -3.5214
H 0.8267 9.0082 -5.2711
H 0.2682 6.1842 -3.7767
H 1.1101 3.9331 -4.4005
H 4.6990 6.0518 -5.8314
H 3.5750 8.1123 -5.4510
H 4.4781 4.0221 -7.3619
H 5.3212 1.7394 -7.9579
H 3.7634 0.2340 -4.4142
H 2.9517 2.2883 -3.7483
H 5.9934 -0.4109 -6.9789
H 4.4560 -0.4873 -7.7948
H 4.6254 -1.2139 -6.1226
C 4.6788 5.5143 1.4372
N 5.5291 5.7078 0.2842
C 6.6806 6.3277 0.6102
C 7.7103 6.5927 -0.3377
C 7.4470 6.1838 -1.6882
C 6.2904 5.4282 -1.9969
C 5.2801 5.2437 -0.9944
C 8.3429 6.5672 -2.7919
C 9.7131 6.4484 -2.7227
C 10.5248 6.7721 -3.8333
N 9.9080 7.3566 -4.9125
C 8.5564 7.5065 -5.0363
C 7.7699 7.1380 -3.9477
C 10.6883 7.4066 -6.1768
H 4.5409 6.5199 1.8345
H 5.1995 4.9040 2.1751
H 3.7296 5.0840 1.1181
H 6.8459 6.5900 1.6448
H 8.6200 7.1252 -0.1026
H 6.1230 5.0016 -2.9748
H 4.3587 4.7389 -1.2447
H 10.1378 5.9320 -1.8745
H 11.6009 6.7176 -3.9072
H 8.0868 7.9950 -5.8773
H 6.7132 7.2905 -4.1106
H 10.5471 6.4083 -6.5909
H 11.6889 7.6761 -5.8389
H 10.3021 8.1477 -6.8767
B -0.9456 -5.4349 -1.4538
F -1.1112 -5.0322 -0.1896
F -0.6823 -4.2760 -2.2277
F 0.1694 -6.2248 -1.4694
F -2.0770 -6.0954 -1.8846
B -8.6816 -3.5601 -1.0187
F -7.5119 -3.6932 -0.3186
F -8.8586 -4.6182 -1.8693
F -9.7470 -3.5284 -0.1692
F -8.6364 -2.4631 -1.8652
B -3.7969 1.8128 3.2332
F -5.0586 2.2657 3.6356
F -3.7910 0.4956 3.7744
F -3.5555 1.7656 1.8581
F -2.7867 2.5799 3.7609
B -4.5808 -0.5003 -3.8476
F -4.5904 -1.6882 -3.1170
F -3.3199 0.0994 -3.7421
F -4.6736 -0.9275 -5.1246
F -5.6246 0.2650 -3.5419
B 1.5012 -2.9048 2.6878
F 1.9194 -1.6726 2.3957
F 2.5201 -3.7057 2.1541
F 1.3517 -3.1887 4.0664
F 0.3822 -3.2493 1.9940
B -3.3802 -3.5547 5.3410
F -2.1472 -3.1663 4.9665
F -3.3159 -4.5565 6.2436
F -4.0658 -2.4651 5.8599
F -3.9439 -4.0020 4.2157
B 3.2997 2.9483 3.9282
F 2.7598 1.8971 3.2598
F 2.7248 3.1459 5.1414
F 4.6554 2.7767 4.1219
F 3.0824 4.1519 3.2159
B -5.7644 -7.7159 1.6019
F -5.5064 -7.4924 0.2786
F -6.6700 -6.7428 2.1152
F -6.3903 -8.9044 1.8525
F -4.6582 -7.6030 2.3181
C 4.1637 0.3633 -0.0854
C 3.6012 1.1757 -1.2459
O 4.0641 2.3033 -1.4824
O 2.6078 0.7951 -1.8576
H 4.5700 1.0924 0.6157
H 5.0264 -0.2411 -0.3655
H 3.4490 -0.3410 0.3402
C -4.2280 5.9149 -2.4554
C -2.7355 5.4181 -2.4878
O -1.9152 5.9332 -1.7006
O -2.5277 4.4372 -3.2399
H -4.3749 6.8019 -1.8392
H -4.9684 5.2211 -2.0572
H -4.4348 6.2482 -3.4724
C 3.7410 8.9476 -1.6863
C 2.7616 8.2120 -0.7591
O 2.0671 8.9758 -0.0720
O 2.5718 6.9963 -0.9544
H 4.7102 9.2185 -1.2676
H 3.3411 9.9515 -1.8289
H 3.8790 8.4887 -2.6653

Summary:
**Kohn-Sham gap**: 2.798 eV
**Multiplicity**: 1
**E_HOMO**: -12.39 eV
**Net charge**: +4
**Calculated total energy**: -235173.882 eV
**Maximum force**: 4.7 eV Å⁻¹

Atomic partial charges in e from the Mulliken method, atoms 1 to 99: -1.43, 0.37, -1.10, 0.80, -0.47, -0.97, 0.40, 2.11, -0.72, 0.38, 0.37, 0.35, -0.20, 0.39, 0.57, 0.47, 0.01, 0.41, -0.02, 0.33, 0.32, -0.62, 0.41, -0.63, -0.58, -0.19, 0.37, -1.38, -0.12, 0.43, 0.36, -0.99, -0.86, 0.13, 0.07, -1.25, 0.42, 0.38, -0.01, 0.08, 0.47, 0.36, -0.69, 0.38, 0.42, 0.29, 0.34, 0.43, 0.59, -0.33, 0.93, -0.58, 0.34, 0.67, -1.37, -0.79, -0.09, 1.04, -0.70, -0.19, -0.77, -0.85, 0.93, 0.44, 0.35, 0.25, 0.51, 0.26, 0.65, -0.08, -0.08, -0.21, 0.57, -0.06, 0.45, 0.47, 0.20, 0.65, 0.17, -0.38, -0.37, -0.62, 1.11, -0.99, -1.20, 1.28, -0.31, 0.40, 0.76, -0.60, -0.70, 0.01, -0.18, -0.98, -0.92, 0.40, -0.31, 0.27, 0.70